No. 1
Here is a single C24H29N3O4S molecule at a distorted geometry from OMol25. Energies are from ωB97M-V/def2-TZVPD.

Last columns: bonded neighbours and bond lengths (Å).
Geometry (Å):
1 O 0.2072 2.0704 3.5971  C2 1.214
2 C 0.0593 1.3159 2.6574  O1 1.214, N3 1.358, C17 1.499
3 N 1.0508 0.9018 1.8262  C2 1.358, C4 1.391, H33 1.017
4 C 2.3783 1.3117 1.7606  N3 1.391, C5 1.391, C9 1.407
5 C 3.0383 1.9055 2.8318  C4 1.391, C6 1.382, H34 1.077
6 C 4.3781 2.2271 2.7255  C5 1.382, C7 1.386, H35 1.079
7 C 5.0778 1.9491 1.5623  C6 1.386, C8 1.383, H36 1.079
8 C 4.4187 1.3971 0.4786  C7 1.383, C9 1.388, H37 1.080
9 C 3.0640 1.1036 0.5494  C4 1.407, C8 1.388, C10 1.493
10 C 2.3070 0.5380 -0.6062  C9 1.493, O11 1.233, N12 1.340
11 O 1.6015 -0.4650 -0.4758  C10 1.233
12 N 2.3771 1.1924 -1.7738  C10 1.340, C13 1.455, C16 1.455
13 C 2.9507 2.5122 -1.9863  N12 1.455, C14 1.533, H38 1.095, H39 1.092
14 C 2.3951 2.9679 -3.3405  C13 1.533, C15 1.528, H40 1.091, H41 1.088
15 C 1.1254 2.1363 -3.5127  C14 1.528, C16 1.523, H42 1.090, H43 1.087
16 C 1.5241 0.8061 -2.8875  N12 1.455, C15 1.523, H44 1.096, H45 1.090
17 C -1.2797 0.7473 2.2954  C2 1.499, C18 1.394, C32 1.392
18 C -2.2595 0.6944 3.2858  C17 1.394, C19 1.383, H46 1.080
19 C -3.5221 0.1999 3.0114  C18 1.383, C20 1.387, H47 1.079
20 C -3.8268 -0.2474 1.7341  C19 1.387, C21 1.381, H48 1.079
21 C -2.8573 -0.1793 0.7530  C20 1.381, S22 1.794, C32 1.379
22 S -3.1792 -0.7288 -0.9241  C21 1.794, O23 1.438, O24 1.436, N25 1.665
23 O -4.4887 -1.3204 -0.9715  S22 1.438
24 O -2.8926 0.3502 -1.8264  S22 1.436
25 N -1.9646 -1.8551 -1.0968  S22 1.665, C26 1.444, C31 1.445
26 C -1.4751 -2.0811 -2.4363  N25 1.444, C27 1.529, H49 1.092, H50 1.102
27 C -0.0668 -2.6771 -2.4490  C26 1.529, C28 1.530, H51 1.089, H52 1.092
28 C -0.0509 -4.1516 -2.0426  C27 1.530, C29 1.533, H53 1.092, H54 1.093
29 C 0.0430 -4.3946 -0.5321  C28 1.533, C30 1.532, H55 1.092, H56 1.093
30 C -0.7472 -3.4089 0.3338  C29 1.532, C31 1.531, H57 1.090, H58 1.092
31 C -2.1078 -3.0138 -0.2459  N25 1.445, C30 1.531, H59 1.093, H60 1.097
32 C -1.5966 0.3158 1.0103  C17 1.392, C21 1.379, H61 1.079
33 H 0.8159 0.2271 1.1022  N3 1.017
34 H 2.4916 2.0985 3.7398  C5 1.077
35 H 4.8846 2.6786 3.5650  C6 1.079
36 H 6.1329 2.1663 1.4965  C7 1.079
37 H 4.9666 1.1681 -0.4234  C8 1.080
38 H 2.6461 3.1837 -1.1769  C13 1.095
39 H 4.0418 2.4730 -2.0023  C13 1.092
40 H 3.1040 2.7289 -4.1340  C14 1.091
41 H 2.2048 4.0386 -3.3599  C14 1.088
42 H 0.2984 2.5766 -2.9551  C15 1.090
43 H 0.8281 2.0326 -4.5532  C15 1.087
44 H 2.0951 0.1900 -3.5909  C16 1.096
45 H 0.6773 0.2263 -2.5191  C16 1.090
46 H -2.0054 1.0528 4.2723  C18 1.080
47 H -4.2691 0.1629 3.7896  C19 1.079
48 H -4.7982 -0.6419 1.4797  C20 1.079
49 H -1.4838 -1.1023 -2.9200  C26 1.092
50 H -2.1577 -2.7427 -2.9929  C26 1.102
51 H 0.5836 -2.1007 -1.7922  C27 1.089
52 H 0.3103 -2.5882 -3.4703  C27 1.092
53 H 0.8030 -4.6443 -2.5129  C28 1.092
54 H -0.9495 -4.6311 -2.4379  C28 1.093
55 H 1.0892 -4.3379 -0.2257  C29 1.092
56 H -0.3009 -5.4118 -0.3299  C29 1.093
57 H -0.1698 -2.4925 0.4601  C30 1.090
58 H -0.8887 -3.8513 1.3216  C30 1.092
59 H -2.7871 -2.7222 0.5584  C31 1.093
60 H -2.5688 -3.8500 -0.7858  C31 1.097
61 H -0.9098 0.3630 0.1797  C32 1.079

Computed properties:
Energy above the lowest of the compared OMol25 structures with the same formula, charge and spin in kJ/mol: 137.0
Net charge: 0
HOMO in eV: -8.76
SMILES: O=C(Nc1ccccc1C(=O)N1CCCC1)c1cccc(S(=O)(=O)N2CCCCCC2)c1

For reference, the Löwdin charges in units of e are: O 0.0829; C -0.4072; N 0.1521; C -0.1471; C 0.0046; C -0.0674; C -0.0804; C -0.0414; C -0.0762; C -0.3845; O 0.0273; N -0.0215; C -0.1368; C -0.1565; C -0.1533; C -0.1251; C -0.1006; C 0.0012; C -0.0458; C -0.0427; C -0.2636; S 0.6774; O -0.2831; O -0.2865; N -0.2500; C -0.2001; C -0.1742; C -0.2020; C -0.1970; C -0.1638; C -0.1913; C 0.0020; H 0.0968; H 0.1056; H 0.1063; H 0.1020; H 0.1149; H 0.1347; H 0.1116; H 0.1120; H 0.1109; H 0.1195; H 0.1132; H 0.1350; H 0.1070; H 0.1209; H 0.1095; H 0.1162; H 0.1040; H 0.1316; H 0.0863; H 0.1138; H 0.1064; H 0.1040; H 0.1094; H 0.1069; H 0.1006; H 0.1118; H 0.1102; H 0.1360; H 0.1132

***

No. 2
Here is a single C24H29N3O5 molecule at a distorted geometry from OMol25. Energies are from ωB97M-V/def2-TZVPD.

Last columns: bonded neighbours and bond lengths (Å).
Geometry (Å):
1 C -3.5059 -3.5904 -1.2080  O2 1.410, H33 1.092, H34 1.092, H35 1.090
2 O -2.4736 -3.1607 -0.3484  C1 1.410, C3 1.365
3 C -2.1747 -1.8375 -0.1975  O2 1.365, C4 1.391, C23 1.408
4 C -0.9679 -1.6065 0.4541  C3 1.391, C5 1.388, H36 1.079
5 C -0.5083 -0.3229 0.7127  C4 1.388, C6 1.490, C21 1.388
6 C 0.7856 -0.0299 1.3900  C5 1.490, O7 1.215, N8 1.362
7 O 0.9688 0.9834 2.0341  C6 1.215
8 N 1.7441 -0.9848 1.2313  C6 1.362, C9 1.441, H37 1.009
9 C 3.1279 -0.6985 1.5158  N8 1.441, C10 1.548, H38 1.093, H39 1.092
10 C 3.8865 -0.3488 0.2124  C9 1.548, C11 1.498, N16 1.445, H40 1.113
11 C 3.0640 0.6539 -0.5364  C10 1.498, C12 1.361, O15 1.353
12 C 2.9412 2.0037 -0.4076  C11 1.361, C13 1.416, H41 1.069
13 C 1.9343 2.3964 -1.3227  C12 1.416, C14 1.358, H42 1.071
14 C 1.5156 1.2575 -1.9325  C13 1.358, O15 1.347, H43 1.072
15 O 2.1947 0.1931 -1.4645  C11 1.353, C14 1.347
16 N 5.1961 0.1903 0.4983  C10 1.445, C17 1.466, C20 1.454
17 C 5.9381 0.6099 -0.6939  N16 1.466, C18 1.534, H44 1.098, H45 1.094
18 C 7.3958 0.1884 -0.4711  C17 1.534, C19 1.526, H46 1.088, H47 1.091
19 C 7.4499 -0.1073 1.0253  C18 1.526, C20 1.522, H48 1.089, H49 1.088
20 C 6.0609 -0.6745 1.2843  N16 1.454, C19 1.522, H50 1.105, H51 1.091
21 C -1.2786 0.7555 0.2997  C5 1.388, C22 1.380, H52 1.078
22 C -2.4760 0.5453 -0.3536  C21 1.380, C23 1.390, H53 1.077
23 C -2.9528 -0.7364 -0.6048  C3 1.408, C22 1.390, O24 1.372
24 O -4.1484 -0.9838 -1.2304  C23 1.372, C25 1.413
25 C -5.0599 0.0788 -1.4247  O24 1.413, C26 1.495, H54 1.098, H55 1.097
26 C -5.5364 0.6944 -0.1486  C25 1.495, C27 1.427, C31 1.370
27 C -6.0060 0.0023 1.0082  C26 1.427, C28 1.482, N29 1.305
28 C -6.0952 -1.4624 1.2150  C27 1.482, H56 1.086, H57 1.089, H58 1.089
29 N -6.3617 0.8569 1.9276  C27 1.305, O30 1.354
30 O -6.1505 2.1016 1.4377  N29 1.354, C31 1.342
31 C -5.6498 2.0161 0.1956  C26 1.370, O30 1.342, C32 1.484
32 C -5.3316 3.2795 -0.5153  C31 1.484, H59 1.087, H60 1.090, H61 1.087
33 H -4.4943 -3.3529 -0.8102  C1 1.092
34 H -3.4052 -3.1594 -2.2062  C1 1.092
35 H -3.3917 -4.6730 -1.2669  C1 1.090
36 H -0.4264 -2.4799 0.7839  C4 1.079
37 H 1.5735 -1.7064 0.5475  N8 1.009
38 H 3.5835 -1.5615 2.0072  C9 1.093
39 H 3.1491 0.1652 2.1829  C9 1.092
40 H 3.9442 -1.2697 -0.4107  C10 1.113
41 H 3.4919 2.6294 0.2619  C12 1.069
42 H 1.5731 3.3896 -1.4939  C13 1.071
43 H 0.7726 1.0697 -2.6818  C14 1.072
44 H 5.5291 0.1545 -1.6050  C17 1.098
45 H 5.8473 1.6951 -0.7931  C17 1.094
46 H 8.0983 0.9627 -0.7719  C18 1.088
47 H 7.6199 -0.7168 -1.0374  C18 1.091
48 H 7.5754 0.8174 1.5874  C19 1.089
49 H 8.2441 -0.8004 1.2953  C19 1.088
50 H 6.0100 -1.7262 0.9503  C20 1.105
51 H 5.7804 -0.6270 2.3374  C20 1.091
52 H -0.9260 1.7554 0.4961  C21 1.078
53 H -3.0520 1.3999 -0.6666  C22 1.077
54 H -4.6362 0.8450 -2.0871  C25 1.098
55 H -5.9002 -0.3977 -1.9436  C25 1.097
56 H -6.6367 -1.6659 2.1338  C28 1.086
57 H -5.0945 -1.8861 1.2916  C28 1.089
58 H -6.6038 -1.9308 0.3739  C28 1.089
59 H -5.3144 3.1201 -1.5900  C32 1.087
60 H -4.3593 3.6553 -0.1949  C32 1.090
61 H -6.0779 4.0317 -0.2715  C32 1.087

Computed properties:
Energy above the lowest of the compared OMol25 structures with the same formula, charge and spin in kJ/mol: 416.1
Net charge: 0
HOMO in eV: -8.16
SMILES: COc1cc(C(=O)NC[C@@H](c2ccco2)N2CCCC2)ccc1OCc1c(C)noc1C

For reference, the Löwdin charges in units of e are: C -0.0719; O -0.0685; C -0.1866; C 0.0567; C -0.1334; C -0.4505; O 0.0790; N 0.0730; C -0.1151; C -0.2463; C -0.2617; C -0.0120; C -0.0518; C -0.1223; O 0.0412; N -0.1246; C -0.1684; C -0.1659; C -0.1726; C -0.1984; C -0.0107; C 0.0121; C -0.1763; O -0.0696; C -0.1238; C -0.1161; C -0.2866; C -0.0046; N 0.1078; O 0.0156; C -0.2703; C 0.0088; H 0.0804; H 0.0984; H 0.0950; H 0.1281; H 0.1328; H 0.1189; H 0.1353; H 0.1613; H 0.1205; H 0.1006; H 0.1191; H 0.1220; H 0.1130; H 0.1052; H 0.1072; H 0.1130; H 0.1075; H 0.1264; H 0.1171; H 0.1205; H 0.1005; H 0.1289; H 0.1418; H 0.0847; H 0.0826; H 0.0871; H 0.0838; H 0.0911; H 0.0907

***

No. 3
Here is a single C24H29N5O molecule from OMol25. Energies are from ωB97M-V/def2-TZVPD.

Last columns: bonded neighbours and bond lengths (Å).
Geometry (Å):
1 O 1.6493 -0.0427 0.0349  C2 1.209
2 C 1.8786 0.2933 1.1736  O1 1.209, C3 1.520, N12 1.368
3 C 2.5736 -0.5992 2.1886  C2 1.520, C4 1.528, H31 1.094, H32 1.092
4 C 3.6464 -1.4558 1.5183  C3 1.528, C5 1.533, H33 1.092, H34 1.091
5 C 4.8376 -0.6081 1.0584  C4 1.533, C6 1.502, H35 1.092, H36 1.093
6 C 5.8704 -1.4765 0.3993  C5 1.502, C7 1.388, C11 1.389
7 C 6.9379 -1.9886 1.1242  C6 1.388, C8 1.384, H37 1.081
8 C 7.8657 -2.8202 0.5219  C7 1.384, C9 1.384, H38 1.081
9 C 7.7341 -3.1526 -0.8151  C8 1.384, C10 1.385, H39 1.080
10 C 6.6708 -2.6493 -1.5457  C9 1.385, C11 1.383, H40 1.080
11 C 5.7453 -1.8181 -0.9414  C6 1.389, C10 1.383, H41 1.081
12 N 1.4847 1.4983 1.6865  C2 1.368, C13 1.400, H42 1.010
13 C 0.8763 2.5201 0.9471  N12 1.400, C14 1.382, N17 1.352
14 C 1.2848 3.8297 0.7787  C13 1.382, C15 1.398, H43 1.071
15 C 0.2891 4.3978 -0.0209  C14 1.398, N16 1.318, H44 1.072
16 N -0.6453 3.5149 -0.3109  C15 1.318, N17 1.329
17 N -0.2934 2.3789 0.2833  C13 1.352, N16 1.329, C18 1.443
18 C -1.1400 1.2154 0.1724  N17 1.443, C19 1.528, C30 1.528, H45 1.095
19 C -1.1458 0.6951 -1.2646  C18 1.528, C20 1.524, H46 1.090, H47 1.090
20 C -2.1116 -0.4768 -1.3906  C19 1.524, N21 1.451, H48 1.106, H49 1.093
21 N -3.4494 -0.0698 -1.0028  C20 1.451, C22 1.451, C29 1.451
22 C -4.4365 -1.1018 -1.2614  N21 1.451, C23 1.504, H50 1.103, H51 1.095
23 C -5.8353 -0.5634 -1.1370  C22 1.504, C24 1.393, N28 1.325
24 C -6.1592 0.6954 -1.6379  C23 1.393, C25 1.383, H52 1.078
25 C -7.4605 1.1448 -1.5109  C24 1.383, C26 1.388, H53 1.081
26 C -8.3952 0.3231 -0.8968  C25 1.388, C27 1.385, H54 1.079
27 C -7.9719 -0.9116 -0.4341  C26 1.385, N28 1.323, H55 1.083
28 N -6.7272 -1.3447 -0.5448  C23 1.325, C27 1.323
29 C -3.4684 0.3489 0.3858  N21 1.451, C30 1.524, H56 1.107, H57 1.093
30 C -2.5708 1.5650 0.5792  C18 1.528, C29 1.524, H58 1.092, H59 1.090
31 H 1.8073 -1.2491 2.6207  C3 1.094
32 H 3.0080 -0.0041 2.9942  C3 1.092
33 H 3.9933 -2.2224 2.2140  C4 1.092
34 H 3.2062 -1.9519 0.6520  C4 1.091
35 H 4.4818 0.1456 0.3528  C5 1.092
36 H 5.2751 -0.0976 1.9202  C5 1.093
37 H 7.0464 -1.7312 2.1689  C7 1.081
38 H 8.6934 -3.2091 1.0974  C8 1.081
39 H 8.4582 -3.8008 -1.2865  C9 1.080
40 H 6.5637 -2.9051 -2.5899  C10 1.080
41 H 4.9160 -1.4255 -1.5123  C11 1.081
42 H 1.8524 1.7791 2.5838  N12 1.010
43 H 2.1672 4.2924 1.1705  C14 1.071
44 H 0.2213 5.4011 -0.3913  C15 1.072
45 H -0.7391 0.4474 0.8415  C18 1.095
46 H -1.4604 1.5063 -1.9213  C19 1.090
47 H -0.1399 0.3769 -1.5389  C19 1.090
48 H -1.7486 -1.3183 -0.7717  C20 1.106
49 H -2.1408 -0.8108 -2.4305  C20 1.093
50 H -4.3332 -1.9713 -0.5901  C22 1.103
51 H -4.2959 -1.4533 -2.2891  C22 1.095
52 H -5.3914 1.2935 -2.1014  C24 1.078
53 H -7.7457 2.1180 -1.8847  C25 1.081
54 H -9.4218 0.6339 -0.7787  C26 1.079
55 H -8.6569 -1.5925 0.0552  C27 1.083
56 H -3.1344 -0.4684 1.0540  C29 1.107
57 H -4.4962 0.6028 0.6558  C29 1.093
58 H -2.6034 1.8902 1.6209  C30 1.092
59 H -2.9167 2.3827 -0.0525  C30 1.090

Computed properties:
Energy above the lowest of the compared OMol25 structures with the same formula, charge and spin in kJ/mol: 37.8
Net charge: 0
HOMO in eV: -8.69
SMILES: O=C(CCCc1ccccc1)Nc1ccnn1C1CCN(Cc2ccccn2)CC1

For reference, the Löwdin charges in units of e are: O 0.0868; C -0.4791; C -0.1085; C -0.1845; C -0.1581; C -0.2436; C -0.0486; C -0.0894; C -0.0986; C -0.0851; C -0.0413; N 0.1513; C -0.2431; C -0.0106; C -0.1468; N 0.0896; N -0.0563; C -0.2698; C -0.1162; C -0.1870; N -0.1762; C -0.1488; C -0.2906; C -0.0230; C -0.0671; C -0.0734; C -0.1493; N 0.1068; C -0.1857; C -0.1158; H 0.1274; H 0.1133; H 0.1200; H 0.1171; H 0.1196; H 0.1174; H 0.1101; H 0.1003; H 0.0988; H 0.1013; H 0.1168; H 0.1475; H 0.0932; H 0.0970; H 0.1453; H 0.1203; H 0.1055; H 0.1306; H 0.1221; H 0.1264; H 0.1288; H 0.1131; H 0.1045; H 0.0969; H 0.1020; H 0.1306; H 0.1212; H 0.1211; H 0.1139